Entry 1:
Molecular formula: C38H55IrO10P2Sb3Si
Method: DFT, wB97M-V/def2-TZVPD

Results
- ⟨S²⟩: 8.81
- 2S+1: 6
- ΔE to the lowest compared entry with this formula, charge and spin: 0.0 kJ/mol
- DFT total energy: -4030.8652 Ha
- Net charge: 0

Last column: Mulliken spin population.
Atoms and positions in Å:
Ir  -0.13115  -0.04419  -0.50101  2.21
C  -1.46970  -3.97849  4.52466  0.00
Sb  -1.78404  -2.81068  2.77479  0.00
C  -3.67796  -2.03761  3.39145  0.00
C  -0.87857  -4.01056  -0.79098  0.46
C  0.29179  -4.37687  -0.12597  -0.05
C  0.20408  -5.06845  1.11445  0.21
C  1.32039  -5.41474  1.83623  -0.10
C  2.58509  -5.10425  1.33616  0.21
C  2.70157  -4.46947  0.10670  -0.11
C  1.59224  -4.09535  -0.63946  0.17
C  1.80373  -3.41424  -1.95259  0.05
Sb  2.10238  -1.29048  -1.81172  0.18
C  4.03041  -1.42141  -0.89729  0.05
C  2.73295  -0.97639  -3.82781  0.04
H  -0.40682  -4.19826  4.62075  0.00
H  -2.01449  -4.92128  4.44135  0.00
H  -1.81005  -3.43925  5.40740  0.00
H  -4.42462  -2.83504  3.35983  0.00
H  -3.99325  -1.23395  2.72659  0.00
H  -3.60353  -1.66131  4.41177  0.00
H  -0.86475  -3.47450  -1.72762  0.10
H  -1.83934  -4.24700  -0.35344  0.01
H  -0.78343  -5.32092  1.48408  0.01
H  1.21954  -5.93047  2.78307  0.00
H  3.47448  -5.36524  1.89460  0.01
H  3.69031  -4.25461  -0.28382  0.00
H  1.00109  -3.59233  -2.66671  0.01
H  2.72981  -3.78810  -2.39679  0.01
H  4.65352  -2.11282  -1.46688  0.01
H  3.93163  -1.77835  0.12689  0.00
H  4.50193  -0.44207  -0.88209  -0.01
H  3.38206  -1.79802  -4.13557  0.01
H  3.28729  -0.04314  -3.90307  0.00
H  1.86508  -0.93394  -4.48529  -0.01
O  2.71392  0.48526  1.20320  0.01
P  1.83547  -0.57051  2.02451  -0.02
O  2.59650  -1.38376  2.96530  0.01
O  0.93513  -1.21485  0.97077  0.26
O  0.80666  0.45758  2.80602  -0.01
P  -0.71721  0.09638  2.90497  0.03
O  -1.30663  1.13904  3.92095  0.01
O  -0.79926  -1.26107  3.62834  0.01
O  -1.40032  0.10393  1.57727  0.19
H  3.28709  1.01929  1.76899  0.00
H  -1.72774  1.91500  3.50310  0.00
C  1.97572  3.66735  0.97987  0.01
Si  1.56131  3.00358  -0.73867  0.01
C  0.98878  4.42890  -1.81728  0.02
C  3.10446  2.27286  -1.51186  0.00
O  0.29180  1.95526  -0.63744  0.14
H  1.76261  4.73736  1.05010  0.00
H  3.03968  3.53945  1.20446  0.00
H  1.39809  3.15889  1.75443  0.00
H  1.65452  5.28877  -1.68775  0.00
H  -0.02475  4.74886  -1.56203  0.00
H  0.99138  4.16745  -2.87841  0.00
H  3.86169  3.05919  -1.60184  0.00
H  2.91475  1.88061  -2.51261  0.00
H  3.52669  1.48522  -0.88515  0.00
C  -1.04156  -1.89696  -4.36210  0.01
O  -0.42742  -1.49383  -3.13420  -0.02
C  -1.14394  -0.63606  -2.34758  0.53
O  -2.21956  -0.26849  -2.76379  -0.01
H  -0.33860  -2.57831  -4.83503  0.00
H  -1.22762  -1.03599  -5.00137  0.00
H  -1.98780  -2.39979  -4.16628  0.00
C  -3.81346  -1.59866  -0.31815  0.05
C  -4.85548  -0.68158  -0.90650  -0.02
C  -6.09877  -1.21146  -1.24674  0.00
C  -7.09080  -0.42664  -1.81210  0.00
C  -6.84908  0.91812  -2.04548  0.00
C  -5.61722  1.45944  -1.70532  -0.01
C  -4.61335  0.67620  -1.13863  0.06
Sb  -2.73276  1.58393  -0.64178  0.26
C  -2.90118  3.39698  -1.76763  0.06
C  -3.67487  4.41155  -1.20029  0.00
C  -3.83038  5.64115  -1.82291  0.00
C  -3.19973  5.86875  -3.03705  0.00
C  -2.42670  4.86727  -3.60318  0.00
C  -2.26322  3.62711  -2.98693  -0.02
C  -1.39979  2.58568  -3.64523  0.03
C  -3.36803  2.34727  1.27875  0.04
C  -4.44399  1.70630  1.88838  -0.01
C  -4.86545  2.05321  3.16600  0.00
C  -4.21436  3.06814  3.84837  0.01
C  -3.14573  3.72060  3.24655  0.00
C  -2.70483  3.37094  1.96800  -0.02
C  -1.53743  4.09890  1.35673  0.01
H  -4.28649  -2.38203  0.27873  0.00
H  -3.10190  -1.07215  0.32113  -0.03
H  -3.23708  -2.08551  -1.10859  0.00
H  -6.28782  -2.26324  -1.05855  0.00
H  -8.04839  -0.86420  -2.06574  0.00
H  -7.61207  1.54588  -2.48870  0.00
H  -5.44310  2.51095  -1.89824  0.00
H  -4.17337  4.24485  -0.25092  0.00
H  -4.43598  6.40999  -1.35929  0.00
H  -3.30196  6.82234  -3.54020  0.00
H  -1.92613  5.04733  -4.54818  0.00
H  -0.83371  3.02629  -4.46660  0.00
H  -2.00080  1.76379  -4.03724  0.00
H  -0.69495  2.15235  -2.92974  -0.03
H  -4.97180  0.91643  1.36449  0.01
H  -5.69923  1.53077  3.61907  0.00
H  -4.52875  3.35364  4.84427  0.00
H  -2.63450  4.51756  3.77663  0.00
H  -0.94011  4.59972  2.12039  0.00
H  -1.87602  4.85567  0.64550  0.00
H  -0.89471  3.40335  0.81129  0.00

Entry 2:
Molecular formula: C38H57N2PPtSi
Method: DFT, wB97M-V/def2-TZVPD

Results
- 2S+1: 1
- ΔE to the lowest compared entry with this formula, charge and spin: 121.9 kJ/mol
- DFT total energy: -2341.8445 Ha
- Net charge: 0

Last column: Löwdin charge in e.
Atoms and positions in Å:
Pt  -0.50039  0.55421  0.58694  0.77
C  1.55821  1.01531  0.67644  -0.41
Si  2.05651  2.61541  -0.16896  0.66
C  0.82491  3.88301  0.58674  -0.24
N  -0.53049  3.35581  0.50594  -0.22
C  -1.14139  3.64421  -0.80286  -0.20
C  -2.48629  4.36191  -0.69976  -0.18
C  -2.37829  5.60921  0.17554  -0.18
C  -1.72869  5.28051  1.53194  -0.16
C  -1.36889  3.79211  1.61474  -0.21
C  2.05601  2.62691  -2.06506  -0.26
C  1.94781  3.81361  -2.78376  -0.11
C  2.03841  3.83221  -4.16326  -0.08
C  2.26321  2.65571  -4.85666  -0.09
C  2.39281  1.46721  -4.15876  -0.09
C  2.28261  1.45611  -2.77956  -0.11
C  3.82841  3.10241  0.33164  -0.23
C  4.88841  3.04421  -0.56766  -0.09
C  6.18611  3.30201  -0.16156  -0.09
C  6.44941  3.62471  1.15874  -0.09
C  5.40721  3.68801  2.06794  -0.09
C  4.11461  3.42761  1.65404  -0.11
H  1.66541  1.12721  1.76584  -0.01
H  2.13811  0.15141  0.34464  -0.03
H  0.89221  4.87901  0.13164  0.09
H  1.08881  4.01101  1.63704  0.08
H  -1.27649  2.70151  -1.34736  0.09
H  -0.45849  4.26411  -1.39196  0.10
H  -3.23749  3.68091  -0.30176  0.08
H  -2.79679  4.64801  -1.70676  0.12
H  -3.37579  6.02841  0.32334  0.11
H  -1.78169  6.35841  -0.35176  0.11
H  -2.40249  5.52491  2.35434  0.11
H  -0.82339  5.87711  1.66524  0.10
H  -2.28199  3.19351  1.61534  0.10
H  -0.84009  3.58721  2.54984  0.12
H  1.79761  4.74561  -2.25826  0.10
H  1.94061  4.76381  -4.70316  0.10
H  2.33991  2.66691  -5.93476  0.10
H  2.58731  0.54661  -4.69366  0.10
H  2.38421  0.52391  -2.24176  0.09
H  4.69071  2.78911  -1.60016  0.09
H  6.99671  3.24381  -0.87486  0.10
H  7.46361  3.82301  1.47744  0.10
H  5.60761  3.93231  3.10184  0.10
H  3.30901  3.47111  2.37424  0.09
N  -3.52209  1.22161  0.06594  0.01
C  -2.39219  1.02191  0.18914  -0.51
C  1.59971  -5.84049  1.35484  -0.20
C  0.97731  -5.15959  2.57984  -0.18
C  0.50891  -3.73679  2.25334  -0.21
C  0.03211  -3.64889  0.80674  -0.40
C  1.23061  -3.83609  -0.13106  -0.20
C  2.26881  -4.79989  0.46274  -0.19
P  -0.78979  -1.96909  0.52214  1.09
C  -1.30719  -1.96759  -1.27286  -0.44
C  -0.19489  -1.34639  -2.12116  -0.24
C  -0.72339  -0.92799  -3.49706  -0.19
C  -1.86979  -1.83529  -3.95786  -0.20
C  -1.69299  -3.24899  -3.41156  -0.19
C  -1.81729  -3.27659  -1.88166  -0.19
C  -2.45449  -2.06269  1.38034  -0.43
C  -3.18339  -3.41459  1.47764  -0.18
C  -3.29459  -3.89099  2.92274  -0.20
C  -4.05759  -2.88099  3.78334  -0.19
C  -3.64669  -1.42789  3.48364  -0.18
C  -2.31339  -1.38659  2.75064  -0.25
H  0.83301  -6.36929  0.78324  0.11
H  2.33441  -6.58219  1.67394  0.11
H  1.70761  -5.11749  3.38964  0.11
H  0.13211  -5.75499  2.93174  0.11
H  1.31851  -3.01869  2.39994  0.12
H  -0.29419  -3.46169  2.93574  0.08
H  -0.70299  -4.44019  0.63464  0.11
H  1.71031  -2.87049  -0.31356  0.10
H  0.88951  -4.22489  -1.09236  0.10
H  2.99601  -4.24829  1.06154  0.11
H  2.81471  -5.29219  -0.34496  0.11
H  -2.13189  -1.24149  -1.27866  0.09
H  0.62571  -2.05339  -2.24506  0.10
H  0.18531  -0.45319  -1.59806  0.05
H  0.09881  -0.96849  -4.21396  0.10
H  -1.07689  0.10381  -3.46096  0.11
H  -1.89819  -1.86689  -5.04806  0.11
H  -2.82549  -1.43409  -3.61536  0.12
H  -0.71089  -3.62209  -3.71006  0.11
H  -2.44669  -3.90979  -3.84506  0.11
H  -1.26199  -4.13559  -1.50516  0.09
H  -2.86189  -3.42039  -1.60106  0.11
H  -3.07059  -1.38599  0.77354  0.08
H  -2.68829  -4.17999  0.87784  0.09
H  -4.19199  -3.30369  1.07334  0.12
H  -2.29499  -4.04029  3.33244  0.09
H  -3.80579  -4.85619  2.96004  0.11
H  -3.87629  -3.11319  4.83504  0.11
H  -5.12799  -2.99479  3.60624  0.11
H  -3.58189  -0.86169  4.41474  0.11
H  -4.39989  -0.94429  2.85804  0.12
H  -1.54989  -1.87199  3.35944  0.10
H  -1.99229  -0.34379  2.59444  0.07